This record from the Open Molecules 2025 dataset describes a structure of composition C38H32CoN6O2. The level of theory is the ωB97M-V functional and the def2-TZVPD basis.

Last column: Löwdin charge in e.
Cartesian coordinates (Å):
Co: -0.83 0.51 -0.85  0.558
O: -6.22 2.46 -4.42  -0.008
C: -5.46 1.57 -4.80  -0.676
O: -5.40 0.86 -5.82  -0.007
C: -4.22 1.37 -3.85  -0.035
C: -3.29 0.37 -4.12  0.089
C: -2.25 0.18 -3.24  -0.153
N: -2.13 0.95 -2.14  0.054
C: -3.02 1.91 -1.87  -0.160
C: -4.08 2.15 -2.71  0.089
C: -2.76 2.53 -0.55  -0.149
C: -3.52 3.54 0.01  0.036
C: -3.25 3.95 1.31  -0.011
C: -2.24 3.32 2.02  -0.019
C: -1.51 2.33 1.39  -0.078
N: -1.74 1.96 0.13  0.064
C: -1.21 -0.87 -3.28  -0.147
C: -1.07 -1.79 -4.31  0.037
C: -0.10 -2.77 -4.21  -0.011
C: 0.71 -2.80 -3.08  -0.017
C: 0.53 -1.84 -2.10  -0.084
N: -0.40 -0.89 -2.20  0.052
H: -3.44 -0.23 -5.01  0.128
H: -4.85 2.90 -2.53  0.128
H: -4.32 3.99 -0.56  0.129
H: -3.84 4.73 1.77  0.125
H: -2.02 3.58 3.04  0.119
H: -0.73 1.79 1.90  0.110
H: -1.73 -1.74 -5.17  0.129
H: 0.03 -3.50 -5.00  0.126
H: 1.47 -3.56 -2.96  0.118
H: 1.14 -1.83 -1.22  0.115
C: 4.93 -1.95 1.00  -0.031
C: 4.25 -1.89 2.34  -0.206
C: 4.76 -2.56 3.45  -0.025
C: 4.13 -2.51 4.68  -0.061
C: 2.97 -1.76 4.83  -0.067
C: 2.45 -1.07 3.75  -0.039
C: 3.07 -1.15 2.51  -0.203
N: 2.55 -0.44 1.39  0.152
C: 1.26 -0.41 0.98  -0.368
N: 0.43 -1.35 1.48  0.167
C: -0.94 -1.52 1.21  -0.170
C: -1.64 -0.79 0.25  -0.084
C: -3.00 -1.05 0.06  -0.067
C: -3.64 -2.02 0.80  -0.058
C: -2.93 -2.76 1.74  -0.034
C: -1.59 -2.53 1.96  -0.204
C: -0.83 -3.33 2.98  -0.032
N: 0.83 0.44 0.08  0.042
C: 1.70 1.44 -0.47  -0.218
C: 1.96 1.34 -1.84  -0.021
C: 2.72 2.30 -2.49  -0.059
C: 3.25 3.35 -1.77  -0.056
C: 3.01 3.44 -0.41  -0.029
C: 2.23 2.50 0.27  -0.203
C: 2.03 2.70 1.75  -0.029
H: 5.76 -2.65 1.03  0.084
H: 5.33 -0.97 0.71  0.089
H: 4.24 -2.27 0.22  0.080
H: 5.67 -3.13 3.33  0.119
H: 4.55 -3.04 5.52  0.113
H: 2.48 -1.70 5.80  0.112
H: 1.57 -0.45 3.88  0.117
H: 3.18 0.16 0.88  0.148
H: 0.84 -1.98 2.15  0.107
H: -3.57 -0.49 -0.67  0.105
H: -4.69 -2.21 0.64  0.115
H: -3.43 -3.53 2.31  0.119
H: -1.49 -4.07 3.44  0.087
H: -0.43 -2.70 3.78  0.086
H: 0.00 -3.88 2.53  0.092
H: 1.56 0.50 -2.40  0.093
H: 2.91 2.21 -3.56  0.114
H: 3.85 4.10 -2.26  0.115
H: 3.44 4.26 0.15  0.123
H: 2.96 3.05 2.21  0.093
H: 1.74 1.80 2.27  0.055
H: 1.28 3.47 1.94  0.085

Strongest force on any atom ... 0.0154 Eh/bohr
Charge ... +1
Frontier orbital gap ... 0.216 Ha
Calculated total energy ... -90584.6602 eV


This record from the Open Molecules 2025 dataset describes a structure of composition C32H49N2PS4Sb2V. The level of theory is the ωB97M-V functional and the def2-TZVPD basis.

Last column: Mulliken spin population.
Cartesian coordinates (Å):
V: -1.38 0.92 -1.30  1.288
C: 2.64 5.35 -0.22  -0.008
C: 2.40 4.26 0.61  0.005
C: 1.17 3.62 0.58  -0.010
C: 0.15 4.07 -0.25  -0.002
C: 0.40 5.16 -1.09  -0.010
C: 1.64 5.79 -1.08  0.002
P: -1.42 3.14 -0.28  -0.107
C: -2.38 4.10 0.99  -0.016
C: -1.83 4.97 1.92  -0.007
C: -2.62 5.58 2.88  0.003
C: -3.99 5.34 2.92  -0.007
C: -4.55 4.48 1.99  -0.005
C: -3.76 3.86 1.04  -0.007
C: -2.28 3.55 -1.81  0.029
C: -2.87 4.74 -2.22  -0.002
C: -3.48 4.79 -3.46  -0.005
C: -3.50 3.65 -4.26  -0.007
C: -2.93 2.45 -3.82  -0.093
C: -2.30 2.36 -2.57  -0.026
H: 3.61 5.83 -0.22  -0.001
H: 3.19 3.89 1.26  0.001
H: 1.01 2.74 1.20  -0.004
H: -0.37 5.49 -1.77  -0.001
H: 1.83 6.62 -1.75  0.000
H: -0.76 5.19 1.90  -0.003
H: -2.17 6.26 3.60  0.000
H: -4.61 5.83 3.67  -0.001
H: -5.62 4.29 2.00  0.000
H: -4.20 3.18 0.32  0.003
H: -2.85 5.62 -1.57  0.000
H: -3.94 5.71 -3.82  -0.002
H: -3.97 3.69 -5.23  -0.002
H: -2.97 1.58 -4.47  0.009
N: -3.34 -0.12 -1.33  -0.009
C: -3.78 -0.45 0.01  -0.004
C: -2.62 -1.13 0.70  0.021
N: -1.47 -0.22 0.74  0.006
H: -4.02 0.40 -1.86  -0.002
H: -3.20 -0.99 -1.87  0.001
H: -4.66 -1.12 0.02  -0.001
H: -4.03 0.47 0.54  -0.012
H: -2.33 -2.00 0.10  -0.003
H: -2.91 -1.49 1.70  0.003
H: -0.61 -0.75 0.86  -0.010
H: -1.56 0.47 1.47  -0.001
S: -2.21 -0.96 -5.68  -0.001
Sb: -1.38 -2.49 -4.22  0.004
S: -0.04 -0.99 -2.06  -0.011
S: 0.80 0.96 -2.07  -0.003
S: -3.03 -3.20 -2.73  -0.002
C: 3.14 -4.62 2.86  0.000
C: 2.07 -3.54 2.70  0.001
C: 0.75 -4.09 3.24  0.000
C: 2.46 -2.35 3.58  0.000
Sb: 1.52 -2.66 0.68  0.000
C: 3.47 -1.80 0.02  -0.002
C: 3.55 -1.68 -1.51  0.000
C: 3.46 -0.38 0.59  0.005
C: 4.70 -2.54 0.52  0.000
C: 1.13 -4.47 -0.55  0.000
C: -0.39 -4.58 -0.56  -0.001
C: 1.63 -4.31 -1.99  0.002
C: 1.72 -5.77 0.01  0.000
H: 3.23 -4.88 3.93  0.000
H: 4.12 -4.28 2.53  0.000
H: 2.90 -5.53 2.32  0.000
H: 0.86 -4.38 4.30  0.000
H: 0.41 -4.97 2.70  0.000
H: -0.05 -3.34 3.19  0.000
H: 2.49 -2.65 4.64  0.000
H: 1.75 -1.52 3.49  0.000
H: 3.45 -1.97 3.32  0.000
H: 2.65 -1.22 -1.93  0.001
H: 3.72 -2.64 -1.99  0.000
H: 4.40 -1.03 -1.75  -0.001
H: 2.64 0.21 0.15  -0.002
H: 4.40 0.13 0.33  0.000
H: 3.36 -0.36 1.68  0.000
H: 4.70 -3.59 0.19  0.000
H: 4.77 -2.53 1.61  0.000
H: 5.60 -2.06 0.12  0.000
H: -0.86 -3.71 -1.02  0.001
H: -0.80 -4.71 0.45  0.000
H: -0.70 -5.45 -1.16  0.000
H: 1.33 -3.36 -2.42  0.002
H: 1.18 -5.11 -2.60  0.000
H: 2.71 -4.42 -2.05  0.000
H: 1.34 -6.01 1.00  0.000
H: 2.82 -5.74 0.05  0.000
H: 1.44 -6.59 -0.66  0.000

Spin multiplicity ... 2
Strongest force on any atom ... 0.0127 Eh/bohr
Charge ... -2
Frontier orbital gap (spin up / spin down) ... 0.177 / 0.140 Ha
Calculated total energy ... -128354.3714 eV


This record from the Open Molecules 2025 dataset describes a cluster of 2 separate species, C11H15N in total at a distorted geometry. The level of theory is the ωB97M-V functional and the def2-TZVPD basis.

Last column: Mulliken spin population.
Cartesian coordinates (Å):
C: -0.48 -0.09 2.78  0.054
C: 0.45 1.13 2.77  0.128
H: -0.97 -0.01 3.84  -0.018
H: -1.32 -0.13 2.19  0.008
H: 0.10 -1.04 2.63  -0.027
H: 1.15 0.92 1.98  -0.020
H: 1.06 1.40 3.65  -0.014
H: 0.00 2.04 2.43  -0.050
C: -0.94 -2.73 -0.10  0.006
C: 0.16 -0.60 -1.25  -0.077
C: -0.91 -1.24 -0.50  -0.042
C: -0.35 0.77 -1.47  -0.078
C: -1.85 -0.25 -0.29  0.207
C: 2.06 0.33 -2.26  -0.060
C: 1.65 1.58 -2.44  0.044
C: 1.48 -0.79 -1.66  0.466
C: 0.40 1.90 -2.10  0.406
N: -1.59 0.94 -0.93  0.007
H: 3.15 0.13 -2.38  0.002
H: 2.31 2.49 -2.68  -0.002
H: 1.94 -1.82 -1.46  0.057
H: -0.01 2.98 -2.15  0.032
H: -1.75 -3.17 -0.72  -0.006
H: -0.93 -2.93 1.02  0.002
H: -2.69 -0.33 0.36  -0.020
H: -2.07 1.79 -0.81  -0.017
H: -0.06 -3.25 -0.46  0.009

ΔE to the lowest compared entry with this formula, charge and spin ... 212.4 kJ/mol
Spin multiplicity ... 2
Strongest force on any atom ... 0.1131 Eh/bohr
Charge ... -1
Frontier orbital gap (spin up / spin down) ... 0.106 / 0.244 Ha
Calculated total energy ... -13137.3629 eV


This record from the Open Molecules 2025 dataset describes an isolated molecule of C4H7FO at a distorted geometry. The level of theory is the ωB97M-V functional and the def2-TZVPD basis.

Last column: Löwdin charge in e.
Cartesian coordinates (Å):
C: 0.46 -0.28 2.12  0.048
C: 0.39 0.16 0.85  -0.107
C: -0.07 -0.62 -0.35  -0.346
F: 1.05 -0.94 -1.10  -0.010
C: -0.86 0.22 -1.28  -0.225
O: -0.08 1.36 -1.51  -0.064
H: 0.22 -1.27 2.44  0.050
H: 0.88 0.42 2.83  0.055
H: 0.69 1.15 0.60  0.094
H: -0.59 -1.52 0.02  0.153
H: -1.78 0.62 -0.78  0.150
H: -1.11 -0.31 -2.16  0.111
H: 0.80 0.99 -1.67  0.091

ΔE to the lowest compared entry with this formula, charge and spin ... 106.6 kJ/mol
SMILES ... C=C[C@H](F)CO
Strongest force on any atom ... 0.0575 Eh/bohr
Charge ... 0
Frontier orbital gap ... 0.415 Ha
Calculated total energy ... -9025.1661 eV


This record from the Open Molecules 2025 dataset describes the ion C6H13N2O with charge +1 at a distorted geometry. The level of theory is the ωB97M-V functional and the def2-TZVPD basis.

Last column: Löwdin charge in e.
Cartesian coordinates (Å):
C: -0.91 1.95 0.50  0.023
N: -0.78 0.48 0.31  -0.161
C: -1.47 0.04 -0.99  0.030
C: 0.59 0.01 0.00  -0.227
C: 1.00 -1.30 0.61  -0.132
C: 2.36 -1.59 -0.13  -0.129
C: 3.08 -0.36 0.03  -0.030
N: 3.86 0.48 -0.08  -0.108
O: 4.71 1.28 -0.12  0.083
H: -0.27 2.51 -0.28  0.151
H: -1.89 2.39 0.17  0.130
H: -0.50 2.10 1.43  0.079
H: -1.06 -0.16 1.00  0.155
H: -1.60 -1.04 -0.86  0.115
H: -2.58 0.31 -0.97  0.132
H: -0.98 0.51 -1.78  0.090
H: 1.11 0.92 0.48  0.153
H: 0.86 0.09 -1.00  0.114
H: 0.13 -1.95 0.39  0.122
H: 1.20 -1.30 1.77  0.173
H: 2.74 -2.52 0.19  0.114
H: 2.30 -1.90 -1.15  0.123

ΔE to the lowest compared entry with this formula, charge and spin ... 576.6 kJ/mol
SMILES ... C[NH+](C)CCCC#[N+][O-]
Strongest force on any atom ... 0.1204 Eh/bohr
Charge ... +1
Frontier orbital gap ... 0.354 Ha
Calculated total energy ... -11448.7381 eV


This record from the Open Molecules 2025 dataset describes a cluster of 2 separate species, C8H14ClN5 in total at a distorted geometry. The level of theory is the ωB97M-V functional and the def2-TZVPD basis.

Last column: Löwdin charge in e.
Cartesian coordinates (Å):
C: -1.87 0.36 1.48  -0.060
C: -1.34 0.82 0.08  -0.413
C: -2.35 0.42 -1.11  -0.049
N: 0.06 0.38 -0.13  0.078
C: 0.63 0.73 -1.24  -0.351
N: 0.22 1.58 -2.22  0.146
C: 1.08 2.05 -2.97  -0.240
N: 2.43 1.96 -2.86  0.076
C: 2.90 1.13 -1.92  -0.120
N: 2.02 0.28 -1.37  0.126
H: -2.26 -0.60 1.37  0.036
H: -0.95 0.50 2.06  0.045
H: -2.60 1.21 1.86  0.122
H: -1.34 1.95 0.03  0.130
H: -2.75 -0.51 -0.83  0.030
H: -1.84 0.54 -2.05  0.032
H: -3.19 1.23 -1.06  0.107
H: 0.86 2.65 -3.81  0.101
H: 3.85 1.03 -1.50  0.118
H: 2.30 -0.22 -0.51  0.091
C: 0.78 -2.21 1.33  -0.071
C: 1.33 -1.02 2.06  -0.390
N: 2.19 -0.34 1.46  -0.410
Cl: 2.63 1.07 2.38  0.542
H: -0.08 -2.54 1.91  0.067
H: 0.58 -1.82 0.27  0.088
H: 1.56 -2.98 1.23  0.079
H: 0.86 -0.78 2.99  0.092

ΔE to the lowest compared entry with this formula, charge and spin ... 29.8 kJ/mol
SMILES ... CC(C)/N=c1\ncnc[nH]1.C/C=N/Cl
Strongest force on any atom ... 0.0986 Eh/bohr
Charge ... 0
Frontier orbital gap ... 0.327 Ha
Calculated total energy ... -28492.9339 eV